(1)
DFT (ωB97M-V with the def2-TZVPD basis set) results for a molecular structure, C13H26Cl26.

Element x y z (Å)
C -3.9530 -2.3781 2.6086
Cl -2.4726 -2.6750 1.7480
Cl -5.1948 -3.6392 2.3065
H -3.7428 -2.4064 3.6778
H -4.3294 -1.3779 2.3944
C 2.6380 -0.8364 6.7578
Cl 3.9535 0.0136 7.4742
Cl 2.8739 -2.5819 6.6068
H 1.8376 -0.7551 7.4933
H 2.2905 -0.3767 5.8326
C 3.5446 3.6066 -3.2072
Cl 3.3749 1.9830 -3.9556
Cl 5.1271 4.1320 -3.8069
H 2.7473 4.2667 -3.5489
H 3.7056 3.5164 -2.1329
C -1.9012 -0.2273 -3.5026
Cl -2.1664 -1.7752 -2.7432
Cl -3.0278 0.0303 -4.8069
H -2.0673 0.6358 -2.8579
H -0.9366 0.0100 -3.9514
C 4.5485 -1.5446 1.9229
Cl 5.3481 -2.2740 0.4878
Cl 5.6203 -1.7295 3.2641
H 4.4468 -0.4772 1.7268
H 3.6138 -2.0404 2.1849
C -3.4384 -4.6136 -1.1673
Cl -1.8430 -5.3488 -0.9696
Cl -4.6332 -5.6584 -0.3410
H -3.4542 -3.6114 -0.7391
H -3.6053 -4.4515 -2.2322
C 0.3237 -3.2872 -6.0861
Cl 0.6603 -1.7193 -5.2627
Cl -0.6506 -4.2771 -4.9987
H -0.1684 -3.1582 -7.0501
H 1.2267 -3.8808 -6.2288
C 0.2140 -0.2731 -0.0890
Cl 0.9477 0.2204 -1.6230
Cl 1.5772 -0.3455 1.1120
H -0.6125 0.3621 0.2297
H -0.1442 -1.2579 -0.3886
C 0.6883 -4.9366 2.3082
Cl 2.3188 -4.7772 3.2742
Cl 0.7811 -4.1423 0.6976
H 0.3995 -5.9819 2.1992
H -0.0777 -4.3836 2.8519
C -2.4059 4.9706 -4.8247
Cl -1.0236 4.1553 -3.9425
Cl -3.8975 3.9811 -4.8380
H -2.5898 5.8976 -4.2816
H -2.1665 5.1640 -5.8703
C -2.3610 2.1982 3.4702
Cl -1.8187 0.6465 2.7770
Cl -3.8425 2.0666 4.4048
H -1.6324 2.6642 4.1336
H -2.6264 2.8468 2.6353
C 2.7530 3.5415 2.0531
Cl 2.7351 4.2733 0.4000
Cl 4.2595 2.5930 2.3608
H 2.5722 4.3044 2.8103
H 1.9294 2.8337 2.1473
C -1.1716 4.5427 -0.3396
Cl -1.5317 5.3500 1.2003
Cl -1.6061 2.8984 0.0195
H -1.8339 4.8933 -1.1311
H -0.1297 4.6016 -0.6543

For the frontier orbital gap, the calculation gives 10.458 eV.

Calculated atomic charges, method natural (NBO), unit e:
1 C -0.406
2 Cl -0.017
3 Cl -0.027
4 H 0.223
5 H 0.229
6 C -0.424
7 Cl 0.005
8 Cl -0.019
9 H 0.217
10 H 0.222
11 C -0.382
12 Cl -0.041
13 Cl -0.035
14 H 0.225
15 H 0.235
16 C -0.430
17 Cl -0.008
18 Cl -0.029
19 H 0.223
20 H 0.239
21 C -0.404
22 Cl -0.044
23 Cl -0.011
24 H 0.224
25 H 0.233
26 C -0.399
27 Cl -0.026
28 Cl -0.027
29 H 0.223
30 H 0.226
31 C -0.383
32 Cl -0.045
33 Cl -0.020
34 H 0.225
35 H 0.225
36 C -0.378
37 Cl -0.034
38 Cl -0.061
39 H 0.231
40 H 0.236
41 C -0.330
42 Cl -0.086
43 Cl -0.029
44 H 0.227
45 H 0.222
46 C -0.363
47 Cl -0.069
48 Cl -0.015
49 H 0.221
50 H 0.230
51 C -0.401
52 Cl -0.039
53 Cl -0.022
54 H 0.225
55 H 0.235
56 C -0.369
57 Cl -0.055
58 Cl -0.025
59 H 0.226
60 H 0.225
61 C -0.396
62 Cl -0.036
63 Cl -0.032
64 H 0.229
65 H 0.236

---

(2)
DFT (ωB97M-V with the def2-TZVPD basis set) results for 13 unconnected molecules or ions with the total composition C52H83N7O12S6.

Element x y z (Å)
N -0.5597 5.2427 -3.1215
C -0.3915 6.3945 -3.7949
C 0.6309 6.2773 -4.6576
C 1.0319 4.9470 -4.6626
C 0.3264 4.3191 -3.5996
H -1.1822 5.0126 -2.3602
H -1.0775 7.1778 -3.5081
H 1.0367 7.0190 -5.3295
H 1.7867 4.4314 -5.2377
H 0.3861 3.2845 -3.2956
N 1.6074 -4.3139 1.3415
C 2.2700 -4.0918 0.1709
C 3.5016 -4.7308 0.2381
C 3.6529 -5.1109 1.5862
C 2.4759 -4.9306 2.2069
H 0.6166 -4.1613 1.4641
H 1.7436 -3.6267 -0.6495
H 4.2428 -4.9013 -0.5287
H 4.5425 -5.6073 1.9447
H 2.0961 -5.1344 3.1971
N -5.2926 -0.0635 4.8445
C -4.2701 0.8150 4.9289
C -3.1186 0.1922 4.5898
C -3.4712 -1.0852 4.1302
C -4.8132 -1.2647 4.3668
H -6.2432 0.1051 5.1410
H -4.5079 1.8286 5.2163
H -2.1355 0.5989 4.4044
H -2.6988 -1.7005 3.6929
H -5.5476 -2.0440 4.2263
N -0.8069 -2.8957 -1.9614
C -0.1943 -2.7312 -3.1345
C -0.2507 -3.8594 -3.8633
C -0.8370 -4.7750 -3.1296
C -1.1525 -4.2307 -1.9186
H -0.9918 -2.1789 -1.2744
H 0.1875 -1.7664 -3.4342
H 0.1012 -3.9055 -4.8833
H -0.9929 -5.8043 -3.4173
H -1.6126 -4.5679 -1.0015
N 0.5635 0.0120 -0.8001
C -0.7665 0.3913 -1.1041
C -1.6096 -0.1821 -0.1104
C -0.7964 -0.9413 0.7390
C 0.5368 -0.8139 0.2945
H 1.3638 0.5234 -1.1438
H -0.9994 0.9943 -1.9693
H -2.6660 0.0229 -0.0188
H -1.1658 -1.5720 1.5341
H 1.4997 -1.1494 0.6504
N -2.8165 5.2724 -0.2857
C -2.5169 3.9828 -0.5163
C -3.2872 3.4817 -1.5990
C -4.2467 4.4474 -1.9069
C -3.9384 5.5238 -1.1116
H -2.4965 5.9845 0.3551
H -1.6598 3.5206 -0.0495
H -3.2022 2.5008 -2.0427
H -5.0711 4.3967 -2.6027
H -4.4827 6.4566 -1.1061
N 0.6865 2.9220 3.2941
C 0.2178 4.0698 3.7793
C -1.0768 4.2951 3.4591
C -1.5190 3.1267 2.8005
C -0.3974 2.3970 2.6311
H 1.5895 2.4804 3.3917
H 0.8545 4.7144 4.3672
H -1.6965 5.1494 3.6887
H -2.4837 2.8936 2.3745
H -0.2797 1.3759 2.2998
C 1.3931 -1.2832 6.5144
C 1.3546 -2.7529 6.9030
C 1.0868 -3.5460 5.6006
S -0.1796 -2.6281 4.7236
O -1.4429 -3.0017 5.2943
O 0.0940 -2.8085 3.2583
C 0.3964 -0.9582 5.3527
H 2.3605 -0.8955 6.1950
H 1.1531 -0.6261 7.3503
H 0.6175 -3.0678 7.6416
H 2.3223 -2.9521 7.3634
H 0.7897 -4.5938 5.5578
H 2.0050 -3.4645 5.0189
H -0.5078 -0.3835 5.5535
H 0.9218 -0.4053 4.5741
C 5.2304 -1.7240 2.7635
C 6.1539 -0.6643 2.0359
C 5.4114 0.7180 1.9096
S 3.6747 0.2452 1.5876
O 3.3522 0.2977 0.1563
O 2.8618 0.9088 2.6058
C 3.8466 -1.5367 2.1044
H 5.2829 -1.5047 3.8299
H 5.5367 -2.7697 2.7348
H 6.4607 -0.9526 1.0304
H 7.0799 -0.4889 2.5836
H 5.6667 1.3284 1.0434
H 5.3665 1.3431 2.8014
H 4.1132 -1.9697 1.1403
H 2.8721 -1.9839 2.3007
C -5.0501 -2.3022 -0.8540
C -4.6772 -2.4065 0.6149
C -6.0288 -2.7505 1.3462
S -6.8688 -4.0135 0.2904
O -8.2347 -3.5983 0.0989
O -6.6109 -5.3253 0.8149
C -5.8748 -3.5919 -1.2054
H -4.1710 -2.3730 -1.4945
H -5.6240 -1.3935 -1.0358
H -4.2549 -1.5263 1.0997
H -3.9491 -3.1875 0.8343
H -6.6865 -1.8815 1.3237
H -5.9772 -3.1875 2.3435
H -6.5508 -3.6487 -2.0586
H -5.1540 -4.3925 -1.3716
C 6.3726 0.4035 -3.3225
C 5.9682 -0.2489 -2.0282
C 4.8296 -1.2303 -2.3883
S 3.8511 -0.4456 -3.7520
O 2.7503 0.2817 -3.1661
O 3.5443 -1.3206 -4.8556
C 5.0841 0.7927 -4.0840
H 6.8560 -0.3056 -3.9945
H 7.0847 1.1990 -3.1028
H 5.6832 0.4948 -1.2840
H 6.8027 -0.7944 -1.5875
H 4.1149 -1.4428 -1.5932
H 5.3273 -2.1225 -2.7683
H 4.5970 1.7443 -3.8712
H 5.1512 0.8597 -5.1698
C -4.8160 -2.2465 -4.9223
C -5.6971 -0.9564 -4.8713
C -4.7465 0.2734 -5.0396
S -3.3658 -0.0828 -3.9216
O -3.8989 0.1530 -2.5995
O -2.1016 0.5736 -4.3620
C -3.4147 -1.8703 -4.2398
H -4.7774 -2.6594 -5.9303
H -5.2093 -3.0745 -4.3325
H -6.3710 -0.9150 -4.0155
H -6.3955 -1.0049 -5.7067
H -5.1002 1.2836 -4.8336
H -4.3547 0.2952 -6.0566
H -3.0642 -2.4058 -3.3575
H -2.6649 -2.0462 -5.0112
C 3.6445 4.2435 -1.9231
C 3.0678 2.9657 -1.3955
C 2.2873 3.3136 -0.1445
S 3.4037 4.3818 0.7273
O 4.3998 3.6316 1.4856
O 2.7432 5.4690 1.4332
C 4.2329 5.0588 -0.7703
H 2.8325 4.8016 -2.3892
H 4.4332 3.9401 -2.6117
H 3.8536 2.2407 -1.1829
H 2.5268 2.4879 -2.2122
H 2.0105 2.5875 0.6199
H 1.4067 3.9338 -0.3117
H 5.3105 4.8967 -0.7942
H 4.0202 6.1243 -0.8580

For the frontier orbital gap, the calculation gives 7.930 eV.

Results of the Löwdin charge analysis, in e, for atoms 1 through 99:
1 N 0.032
2 C -0.162
3 C -0.138
4 C -0.109
5 C -0.124
6 H 0.109
7 H 0.113
8 H 0.095
9 H 0.089
10 H 0.101
11 N 0.030
12 C -0.139
13 C -0.102
14 C -0.142
15 C -0.153
16 H 0.130
17 H 0.102
18 H 0.091
19 H 0.096
20 H 0.100
21 N 0.008
22 C -0.151
23 C -0.112
24 C -0.114
25 C -0.114
26 H 0.150
27 H 0.112
28 H 0.078
29 H 0.071
30 H 0.097
31 N 0.053
32 C -0.171
33 C -0.153
34 C -0.152
35 C -0.128
36 H 0.092
37 H 0.119
38 H 0.113
39 H 0.104
40 H 0.104
41 N 0.053
42 C -0.083
43 C -0.113
44 C -0.129
45 C -0.136
46 H 0.095
47 H 0.086
48 H 0.089
49 H 0.069
50 H 0.073
51 N 0.033
52 C -0.171
53 C -0.095
54 C -0.112
55 C -0.141
56 H 0.151
57 H 0.093
58 H 0.065
59 H 0.097
60 H 0.097
61 N 0.057
62 C -0.184
63 C -0.108
64 C -0.123
65 C -0.170
66 H 0.113
67 H 0.115
68 H 0.092
69 H 0.098
70 H 0.097
71 C -0.202
72 C -0.207
73 C -0.237
74 S 0.715
75 O -0.307
76 O -0.381
77 C -0.160
78 H 0.110
79 H 0.114
80 H 0.116
81 H 0.112
82 H 0.109
83 H 0.089
84 H 0.078
85 H 0.086
86 C -0.178
87 C -0.172
88 C -0.197
89 S 0.721
90 O -0.347
91 O -0.352
92 C -0.199
93 H 0.103
94 H 0.106
95 H 0.095
96 H 0.108
97 H 0.081
98 H 0.101
99 H 0.074

---

(3)
DFT (ωB97M-V with the def2-TZVPD basis set) results for a molecular structure, C8H16N3O4.

Element x y z (Å)
C -1.8825 0.2341 -0.0183
C 0.3727 1.1108 -0.3177
C 1.9494 -1.7044 -0.3810
C 0.6411 -1.2324 1.7722
C -0.3481 -2.6255 0.0906
C 1.2742 3.2025 -1.1645
C -0.0808 -0.2281 -0.4989
C 0.5211 -1.3617 0.3342
N 0.5418 1.9957 -1.3196
N -2.7548 0.3024 -1.2731
N -1.8722 0.6709 1.1225
O 0.8003 1.5412 0.8446
O -2.3085 1.0090 -2.1506
O -3.8099 -0.2222 -1.2492
O -2.9678 1.1106 1.8056
H 2.2189 -2.7400 -0.2491
H 2.6771 -0.9791 -0.0453
H 1.7974 -1.3063 -1.3750
H 0.7089 -2.2436 2.2934
H -0.1593 -0.7682 2.2378
H 1.6354 -0.7270 2.0582
H 0.1450 -3.5106 0.4311
H -1.1988 -2.5419 0.6007
H -0.4133 -2.8298 -0.9951
H 0.6683 3.9466 -0.6259
H 2.0706 2.8846 -0.5108
H 1.6934 3.6520 -2.0731
H -0.1744 -0.5024 -1.5538
H -0.1542 1.7800 -2.1287
H 0.9871 0.7134 1.5990
H -2.5781 1.3695 2.7399

For the frontier orbital gap, the calculation gives 9.427 eV. As for the charge: +1.

Calculated atomic charges, method natural (NBO), unit e:
1 C 0.321
2 C 0.685
3 C -0.593
4 C -0.668
5 C -0.590
6 C -0.428
7 C -0.262
8 C -0.057
9 N -0.521
10 N 0.502
11 N -0.150
12 O -0.650
13 O -0.381
14 O -0.255
15 O -0.482
16 H 0.245
17 H 0.208
18 H 0.210
19 H 0.277
20 H 0.237
21 H 0.209
22 H 0.227
23 H 0.209
24 H 0.219
25 H 0.224
26 H 0.227
27 H 0.250
28 H 0.268
29 H 0.454
30 H 0.559
31 H 0.505

---

In order of appearance, E_tot = -12475.8377; -5706.2982; -779.1385 a.u..
In order of appearance, ΔE to the lowest compared entry with this formula, charge and spin = 32.8; 38.0; 117.4 kcal per mole.